ORCA calculation (ωB97M-V/def2-TZVPD) on 3 unconnected molecules or ions with the total composition C34H56N4O6 at a distorted geometry.

Structure (ORCA input):
```
! RIJCOSX wB97M-V def2-TZVPD def2/J DEFGRID3
* xyz 0 3
O -4.7887 0.4330 -0.6805
O 3.0062 2.9403 -5.9206
O -3.3181 4.5489 3.9752
O 2.9066 -1.2947 -0.8967
O 3.5079 -5.1014 -2.2979
O 4.3555 -0.6585 -3.2851
N -2.5747 0.4586 0.2869
N 4.0960 -5.6674 -3.3862
N -4.4419 4.1507 4.6426
N 4.3048 1.3226 -4.5932
C 1.3059 2.2555 -0.6130
C -5.0053 6.6139 4.5371
C -4.0958 2.9329 5.4439
C 4.9839 -3.3276 -3.7542
C 3.9137 0.4990 -3.4052
C -6.4182 5.1116 5.8353
C -3.6791 -0.1250 -0.4759
C 1.9710 -6.3449 -4.5821
C -1.9254 2.8261 1.0223
C -3.5247 -1.6252 -1.0754
C 4.3282 -4.5794 -4.3909
C -2.2018 1.8350 -0.2112
C 0.8934 3.4222 -1.5712
C 5.3611 -5.0374 -5.4490
C 4.0735 -7.7797 -4.7088
C 1.4840 3.5935 -3.0149
C -3.2900 3.2723 6.7199
C 2.3492 1.1842 -1.1063
C 3.0377 -4.1431 -5.1131
C 2.7615 -7.6938 -2.6419
C -3.2628 1.8985 4.6412
C -4.1073 5.6373 6.6683
C 0.6724 2.0892 0.8446
C 2.8292 -0.0328 -0.1964
C -3.8870 4.4074 7.5397
C 3.2590 2.3459 -4.8557
C -4.9465 5.3344 5.4107
C -0.3876 3.2186 1.2547
C 2.2502 -5.3211 -5.6743
C 2.9022 1.3592 -2.5342
C -5.3970 2.1625 5.8109
C 3.2373 -6.8095 -3.8252
C 3.8659 -2.0837 -0.1185
C 2.4913 2.5234 -3.4749
H -2.5202 3.7987 0.8297
H -4.8252 4.0901 8.0051
H 2.3925 -3.5850 -4.4243
H -5.5587 2.1134 6.8912
H -3.1252 0.9784 5.2217
H 2.0584 -7.1773 -1.9822
H 3.6053 -8.0404 -2.0388
H -2.2563 2.2570 4.4049
H 1.2582 -5.9024 -3.8746
H 0.1189 4.2221 -1.2808
H 6.2619 -5.4377 -4.9735
H -3.1306 6.0428 6.3789
H 5.2608 -2.6019 -4.5235
H -6.8537 6.0339 6.2315
H 5.1243 -7.4950 -4.7696
H 2.2333 -8.5806 -3.0123
H -4.2635 -2.2749 -0.4856
H 3.6823 -7.8543 -5.7270
H 4.9261 -1.6241 -0.1599
H -6.2869 2.5965 5.3544
H -1.3430 1.7344 -0.9545
H 4.3161 -2.8056 -3.0688
H 5.6763 -4.1974 -6.0751
H 1.1805 4.4702 -3.6941
H -4.5927 6.4166 7.2660
H -2.4776 -2.0448 -0.8778
H 1.3031 -4.9615 -6.0886
H 3.8447 0.2635 0.2612
H 3.2780 -3.4521 -5.9285
H -2.2645 3.5522 6.4467
H 3.9669 -3.1520 -0.4988
H 1.4590 -7.2082 -5.0217
H 3.5560 -2.1421 0.9847
H 5.1784 1.8651 -4.4297
H 5.8962 -3.5935 -3.2113
H -0.2632 3.3804 2.3936
H 4.0938 -8.7950 -4.3002
H 1.5492 2.1723 1.5907
H 4.9724 -5.7895 -6.1371
H -3.8130 -1.6621 -2.1881
H -3.1984 2.3826 7.3528
H 0.2123 1.0462 1.0241
H 2.7895 -5.7861 -6.5054
H -2.4209 2.3403 1.9540
H 2.1126 -0.1867 0.6941
H -5.5760 6.4396 3.6204
H -6.5333 4.3676 6.6244
H -4.0142 6.9821 4.2607
H -7.0331 4.8081 4.9826
H -3.7570 1.6255 3.7045
H -1.7533 -0.1496 0.1014
H -3.0796 2.2950 -0.8052
H -5.4955 7.4285 5.0787
H -5.3827 1.1316 5.4437
H -3.2094 4.6603 8.3611
H -0.1751 4.2534 0.7931
*
```

Calculated values
Expectation value of S²: 2.01
Kohn-Sham gap (spin up / spin down): 7.9 / 8.5 eV

***

ORCA calculation (ωB97M-V/def2-TZVPD) on 16 unconnected molecules or ions with the total composition C34H57BBr2N16OP at a distorted geometry.

Structure (ORCA input):
```
! RIJCOSX wB97M-V def2-TZVPD def2/J DEFGRID3
* xyz -1 1
Br -0.5607 0.2491 1.5350
Br 1.4591 2.8068 2.6681
P 1.9697 -0.6940 -1.4002
O 3.5387 -0.1067 -0.9830
N 7.0720 4.4847 3.7562
N 2.7200 -0.3590 2.6992
N -4.8821 -0.3677 -0.8124
N -2.3899 -9.0188 4.5340
N 12.4449 5.8008 1.4937
N -5.6878 -1.6259 -4.8178
N -6.0682 -3.0976 0.2887
N 1.5234 -1.9243 -0.1666
N -1.3990 0.3484 -5.7083
N 5.5359 -1.1418 5.8333
N 1.9168 -5.3396 2.5396
N -9.0309 -0.4447 -7.4064
N -7.0943 5.0409 0.8808
N -3.7099 1.7830 -10.5901
N 5.4676 1.8489 8.0507
N -2.3913 3.8740 -0.8563
C 2.6713 2.8361 0.0518
C -6.7260 5.3376 -0.1976
C -4.0583 0.3084 -3.2416
C 0.7637 1.7889 -2.5055
C -4.4648 -3.1737 2.3991
C -4.5201 -0.0714 -1.8778
C 5.2251 3.1891 5.1553
C 2.4885 -1.0866 3.5743
C -6.7321 0.8350 -7.7725
C 10.5941 4.5084 2.8904
C 5.2278 1.1194 8.9215
C -4.2350 2.5591 0.5301
C 1.7713 1.8539 0.9057
C -2.3438 -2.0547 -6.3739
C -1.3834 -8.4627 4.3630
C -8.0238 0.1137 -7.5646
C 2.4645 -5.7576 -0.0215
C 6.2620 3.9176 4.3688
C -6.2401 -2.2636 -4.0167
C -6.2666 5.7196 -1.5640
C 2.1534 -5.5261 1.4172
C 6.3076 -0.4636 3.3816
C 4.9202 0.1829 10.0394
C 5.8714 -0.8437 4.7565
C -1.8208 -0.7102 -5.9965
C -2.8163 1.7127 -9.8489
C -0.0917 -7.7489 4.1435
C -1.6700 1.6221 -8.8983
C 0.4311 1.3873 0.2001
C 11.6340 5.2349 2.1052
C -3.1949 3.2942 -0.2463
C 2.2051 -2.0259 4.6886
C -6.9441 -3.0821 -2.9892
C -5.3657 -3.1332 1.2122
B 0.6143 0.6736 -1.2736
H -4.7668 -2.4123 3.1184
H 7.3576 -0.7224 3.2421
H 4.3649 2.9667 4.5210
H 4.8987 3.8015 5.9951
H -0.1304 -6.7617 4.6035
H 10.2667 5.1220 3.7294
H 0.7255 -8.3171 4.5881
H 2.1602 -6.7648 -0.3085
H -4.6423 -0.2308 -3.9930
H -6.7901 1.8319 -7.3351
H -5.9188 0.2851 -7.2977
H 2.2904 3.8988 0.0098
H -6.2958 -3.8915 -2.6539
H -0.2219 2.3173 0.0765
H -4.5714 3.1670 1.3708
H 1.9288 -5.0318 -0.6352
H -7.2040 -2.4579 -2.1338
H 5.5986 -0.6697 10.0041
H 2.3406 -1.5184 5.6439
H 2.3755 0.9445 1.1900
H -6.8509 5.1851 -2.3135
H -1.2412 2.6114 -8.7384
H -0.9025 0.9628 -9.3044
H -3.8231 1.6227 0.9079
H -2.0118 1.2239 -7.9429
H 0.5122 -2.0870 -0.2703
H 3.8939 -0.1739 9.9508
H 0.3234 2.7992 -2.2231
H -4.1902 1.3813 -3.3886
H 6.1816 0.6098 3.2370
H 4.0140 0.2081 -1.7652
H 1.7350 -1.5888 0.7785
H 5.0391 0.6950 10.9944
H 5.6372 2.2552 5.5367
H -3.0034 0.0600 -3.3669
H -6.3936 6.7924 -1.7105
H 1.8169 1.8607 -2.9152
H -5.0876 2.3384 -0.1116
H -0.4311 0.1125 -1.5032
H 9.7358 4.2881 2.2556
H -6.5266 0.9258 -8.8397
H -2.2262 -2.7445 -5.5379
H 0.0931 -7.6359 3.0755
H -3.4366 -2.9835 2.0891
H 2.9077 2.4489 -0.9854
H -5.2123 5.4647 -1.6841
H 3.5355 -5.6457 -0.1905
H 11.0048 3.5731 3.2716
H -4.5201 -4.1545 2.8722
H 1.1782 -2.3864 4.6194
H 3.6814 2.8944 0.5831
H 2.8869 -2.8749 4.6362
H 0.1153 1.4179 -3.3709
H -3.4014 -1.9817 -6.6297
H -7.8548 -3.5052 -3.4148
H 5.7063 -0.9950 2.6430
H -1.7930 -2.4380 -7.2335
*
```

Calculated values
Kohn-Sham gap: 5.4 eV

***

ORCA calculation (ωB97M-V/def2-TZVPD) on a molecular structure, C34H57ClGeHgN8O4SSi3.

Structure (ORCA input):
```
! RIJCOSX wB97M-V def2-TZVPD def2/J DEFGRID3
* xyz -2 1
Hg -0.6436 -0.6815 -0.7444
Ge 1.5505 -1.9340 -0.3373
Cl -4.1057 -0.6420 -1.6866
S 1.3202 1.6701 3.7995
Si 2.4844 -2.1767 1.8827
Si 0.6823 -4.1495 -0.7078
Si 3.4281 -1.8882 -1.8452
O 3.0393 1.1193 -0.2162
O 1.2558 3.0883 3.4282
O 1.0699 0.7591 2.6862
O 2.5167 1.3394 4.5709
N 3.5177 2.5973 1.4472
N -3.3032 0.7723 0.9826
N -0.0351 -0.1897 -3.6831
N -2.5018 -0.2226 1.3730
N 1.5028 2.7361 0.3155
N -1.0493 1.9612 -3.9652
N -1.6594 2.9844 -0.1554
N -1.3891 1.9541 -2.7549
C -3.1455 -0.8275 2.3622
C -0.1808 0.9302 -4.3803
C 0.4208 1.1213 -5.6277
C -4.4511 4.6550 -1.8860
C 1.2558 -1.1046 -5.4802
C -1.8031 4.1132 3.3861
C 4.9666 -2.4616 -0.9081
C 2.6822 2.0659 0.4772
C 3.8279 -0.9172 2.2572
C -1.8724 3.2851 2.2738
C 1.2013 -2.2384 3.2549
C -1.5996 3.7802 0.9957
C 3.3231 -3.8739 2.0815
C -2.5042 3.3566 -1.1048
C -0.2900 -4.3675 -2.3209
C 0.6736 -1.1758 -4.2248
C -4.3136 4.1620 -3.2001
C 1.1423 0.0867 -6.1840
C -0.0426 1.4010 4.9253
C -4.4427 0.8410 1.6829
C -3.2909 3.2850 -3.4527
C -4.3825 -0.1911 2.6010
C -2.3979 2.8586 -2.4537
C -1.1050 5.9350 2.0100
C -0.5457 -4.6010 0.6558
C -1.4298 5.4424 3.2684
C -2.5564 -2.0238 3.0331
C 3.3064 -3.1595 -3.2647
C -3.5971 4.2805 -0.8899
C 1.9409 -5.5700 -0.7667
C -5.4639 1.8919 1.4038
C -2.4869 -1.4496 -1.6758
C -1.1889 5.1202 0.8949
C 3.8491 -0.2830 -2.7188
H -5.0162 4.4392 -3.9756
H 3.0052 -2.6607 -4.1860
H 1.1046 3.1006 1.1732
H -5.1253 -0.4479 3.3399
H -5.0885 2.5959 0.6600
H 4.3053 -3.5782 -3.4302
H 3.4484 -0.1750 2.9604
H 2.5742 -5.5137 -1.6552
H 4.2402 0.4529 -2.0206
H 1.6063 0.2004 -7.1566
H -1.5172 -2.1392 2.7307
H -6.3840 1.4501 1.0161
H 0.1886 0.5177 5.5189
H -5.2677 5.3306 -1.6496
H 0.8154 2.2635 -0.2557
H 4.1417 -0.3964 1.3510
H -2.5873 -1.9262 4.1201
H -0.7936 -5.3406 -2.2894
H 5.8411 -2.3333 -1.5562
H -0.1007 -4.5132 1.6496
H -0.9475 1.2407 4.3430
H 2.6099 -4.6981 2.0058
H 4.1422 -4.0519 1.3817
H 4.5900 -0.5014 -3.4983
H 5.1362 -1.9011 0.0118
H -1.4125 -3.9337 0.6252
H 2.6229 -3.9907 -3.0892
H 4.1615 1.8967 1.7853
H -0.9312 5.5011 -0.0866
H 0.5491 -1.3710 3.2202
H 1.3883 -6.5160 -0.8126
H 2.5954 -5.6015 0.1037
H -3.0958 -2.9352 2.7621
H 4.6909 -1.4213 2.7059
H -0.9018 -5.6291 0.5277
H -2.2411 -1.5898 -2.7267
H 1.7907 -1.9523 -5.8852
H -2.6580 -2.4254 -1.2201
H 0.7743 -2.0714 -3.6189
H -5.7058 2.4522 2.3084
H -2.9513 1.4173 0.2770
H -3.7365 4.6688 0.1105
H -0.7728 6.9617 1.8967
H -1.3548 6.0743 4.1451
H -0.1496 2.2754 5.5645
H 3.7380 -3.8901 3.0965
H 2.9678 0.1547 -3.1934
H 4.8871 -3.5228 -0.6559
H 0.3626 -4.3653 -3.1984
H -2.0250 3.7004 4.3628
H 3.0175 3.0452 2.2093
H 0.2789 2.0683 -6.1300
H -2.1235 2.2405 2.3927
H 1.7381 -2.2192 4.2104
H -3.1623 2.8585 -4.4384
H -1.0548 -3.6003 -2.4645
H 0.6132 -3.1599 3.2131
*
```

Calculated values
Relative energy (zero: lowest compared OMol25 entry of this formula, charge and spin): 125.51 kJ/mol
Kohn-Sham gap: 6.1 eV

***

ORCA calculation (ωB97M-V/def2-TZVPD) on a molecular structure, C34H57F3N2O2PbSi at a distorted geometry.

Structure (ORCA input):
```
! RIJCOSX wB97M-V def2-TZVPD def2/J DEFGRID3
* xyz 0 1
Pb 0.9425 -0.7781 1.5927
Si -2.4071 -1.4750 1.0312
F 0.5717 -1.1417 4.7607
F 1.1007 -3.1128 3.9442
F 2.6498 -1.5949 4.1946
O -3.3200 0.6955 -1.8927
O -2.4015 2.3379 -0.4635
N 2.9045 0.5023 1.3455
N 2.3420 -2.1622 0.0655
C 2.4326 3.9242 0.0721
C 2.6756 1.9005 1.3516
C 1.3378 -1.7629 3.7803
C 4.1063 -0.0703 1.4620
C 2.1233 2.5289 2.4945
C 2.0496 1.8295 3.8153
C -2.9506 3.1430 0.6507
C 4.4052 -1.3751 1.0444
C -2.0609 3.8462 -2.2741
C -3.1275 -2.4317 -0.4197
C -0.0343 -4.7237 -1.1686
C -3.7419 -0.4658 1.8540
C -1.3689 3.0227 -1.2382
C 2.8607 2.6060 0.1457
C -0.3485 -4.2076 -2.4240
C 1.5922 -2.9628 -0.8388
C 1.3478 -2.4973 -2.1586
C -2.8786 -0.0788 -3.1513
C 0.9530 -4.1357 -0.3802
C -1.9144 3.4081 1.7279
C -0.8701 -0.5290 0.6325
C 0.3698 -3.1188 -2.9272
C 3.5198 1.9168 -1.0094
C 3.6575 -2.2460 0.2294
C 5.2024 0.7629 2.0702
C 1.8506 4.5476 1.1782
C 2.0860 -1.3014 -2.6788
C -1.4106 0.0968 -3.4166
C -1.7756 -2.7539 2.2508
C -4.8108 0.6825 -1.6347
C 1.3339 -4.7254 0.9414
C 4.4063 -3.3569 -0.4789
C -5.2680 1.9015 -2.3852
C 1.7128 3.8572 2.3837
H -1.2134 4.1843 1.4265
H -3.1240 -1.1198 -2.8781
H -3.9167 0.5079 1.3683
H -1.1012 0.5342 0.8223
H 0.1684 -2.7344 -3.9279
H -3.4090 -3.4097 -0.0042
H 2.9942 1.9389 4.3706
H -2.7006 4.5966 -1.8016
H -0.5598 -5.5988 -0.7787
H -3.5134 0.2685 -3.9646
H -0.7297 2.2185 -1.6482
H -2.3943 3.7897 2.6444
H 1.2960 4.3433 3.2672
H 3.4221 2.5391 -1.9058
H -3.4537 -0.3108 2.9054
H 1.5266 5.5848 1.1074
H -2.6428 -3.3128 2.6113
H -3.3278 4.0711 0.2019
H 4.8880 1.1953 3.0305
H 0.6541 -5.5544 1.1819
H 5.4729 -3.2605 -0.2582
H -0.6949 -0.6099 -0.4468
H -4.9286 0.7239 -0.5477
H -2.3791 -2.5854 -1.2129
H 6.0712 0.1215 2.2334
H 5.4843 1.5834 1.3938
H 3.0804 0.9329 -1.2303
H -1.1377 -4.6609 -3.0214
H 5.4031 -1.7205 1.3008
H 1.2541 2.2795 4.4246
H -4.0257 -1.9566 -0.8492
H -1.2536 -2.2898 3.0978
H -2.9657 1.5893 -1.5204
H 4.0752 -4.3478 -0.1409
H -0.7876 -0.3148 -2.6086
H -4.7250 2.7687 -1.9774
H -1.2996 4.3414 -2.8675
H 2.3562 -5.1346 0.9314
H 4.2766 -3.3076 -1.5697
H -1.1634 -0.4669 -4.3263
H -5.1406 -0.2999 -2.0022
H -1.3722 2.5024 1.9979
H 2.0323 -1.2691 -3.7762
H -3.7919 2.5579 1.0462
H 1.6420 -0.3639 -2.3092
H -1.0976 -3.4270 1.7151
H -0.7163 3.5985 -0.5606
H 4.5955 1.7638 -0.8305
H -4.6704 -1.0590 1.8203
H -1.1367 1.1429 -3.6165
H 2.5772 4.4569 -0.8701
H 3.1476 -1.3121 -2.3964
H -6.3402 2.0509 -2.2940
H -4.9975 1.7763 -3.4435
H 1.2810 -4.0018 1.7668
H -2.6764 3.2136 -2.9198
H 1.8429 0.7510 3.7611
*
```

Calculated values
Relative energy (zero: lowest compared OMol25 entry of this formula, charge and spin): 535.32 kJ/mol
Kohn-Sham gap: 3.6 eV